Here is a cluster of 3 separate species, C22H45N4 in total from OMol25. Energies are from the ωB97M-V functional and the def2-TZVPD basis.

Geometry as XYZ:
```
71
C22H45N4 (the ωB97M-V functional and the def2-TZVPD basis)
N -3.429 3.947 2.440
C -2.722 2.864 2.743
N -2.802 2.389 4.148
N -1.907 2.272 1.661
C -2.205 0.834 1.416
C -1.725 -0.178 2.575
C -1.164 -1.594 2.032
C 0.441 -1.702 2.285
N 1.055 -0.692 1.333
C 1.572 0.542 1.856
C 2.159 1.595 0.860
C 2.193 1.310 -0.665
C 1.650 -0.058 -1.152
C 1.068 -1.042 -0.085
H -3.908 4.245 3.320
H -3.496 1.616 4.130
H -1.915 1.930 4.425
H -0.902 2.463 1.764
H -1.673 0.532 0.432
H -3.332 0.694 1.208
H -2.663 -0.438 3.204
H -0.985 0.331 3.301
H -1.426 -1.645 0.921
H -1.695 -2.478 2.548
H 0.846 -2.757 2.132
H 0.632 -1.397 3.378
H 1.550 0.790 2.969
H 2.577 2.575 1.293
H 2.591 2.042 -1.448
H 1.602 -0.411 -2.240
H 0.632 -2.052 -0.376
C 8.116 -2.189 -1.437
C 6.601 -2.050 -1.411
C 6.138 -0.637 -1.047
C 6.549 -0.162 0.351
C 6.069 -1.053 1.500
C 4.553 -1.130 1.596
H 8.558 -1.986 -0.459
H 8.397 -3.208 -1.720
H 8.556 -1.502 -2.164
H 6.175 -2.784 -0.719
H 6.207 -2.301 -2.402
H 5.047 -0.587 -1.146
H 6.537 0.069 -1.784
H 6.157 0.852 0.501
H 7.637 -0.073 0.406
H 6.462 -0.652 2.439
H 6.484 -2.061 1.401
H 4.125 -0.136 1.749
H 4.260 -1.760 2.441
H 4.110 -1.562 0.694
C -4.779 2.304 -1.173
C -4.200 1.293 -2.152
C -5.056 1.121 -3.409
C -6.469 0.583 -3.160
C -6.525 -0.768 -2.444
C -5.869 -1.890 -3.236
H -5.763 1.999 -0.810
H -4.123 2.406 -0.303
H -4.875 3.287 -1.641
H -4.059 0.331 -1.649
H -3.201 1.629 -2.454
H -4.529 0.460 -4.106
H -5.137 2.088 -3.919
H -6.980 0.495 -4.125
H -7.045 1.313 -2.583
H -7.575 -1.027 -2.271
H -6.062 -0.696 -1.454
H -6.354 -2.012 -4.208
H -5.952 -2.835 -2.694
H -4.806 -1.699 -3.404
```

DFT total energy ... -1083.86573 Eh
LUMO ... -4.9 eV
Relative energy (zero: lowest compared OMol25 entry of this formula, charge and spin) ... 422.24 kJ/mol
HOMO-LUMO gap ... 0.25553 hartree
Net charge ... +1

Here is a structure of composition C22H45N4O2P2Ti from OMol25. Energies are from the ωB97M-V functional and the def2-TZVPD basis.

Geometry as XYZ:
```
76
C22H45N4O2P2Ti (the ωB97M-V functional and the def2-TZVPD basis)
Ti -0.233 0.079 -0.493
P -0.062 -2.507 -1.014
P 0.147 2.568 -0.826
N 0.053 0.247 -2.750
C 0.153 -2.263 -2.836
H 0.764 -3.104 -3.205
H -0.826 -2.439 -3.313
C 0.743 -0.945 -3.313
H 1.827 -0.867 -3.162
H 0.640 -0.900 -4.407
C 0.849 1.450 -3.242
H 0.781 1.451 -4.340
H 1.918 1.335 -3.045
C 0.221 2.703 -2.671
H -0.825 2.840 -3.028
H 0.761 3.622 -2.942
C 1.718 3.379 -0.228
C 2.002 3.086 1.253
H 2.952 3.568 1.518
H 2.105 2.013 1.454
H 1.219 3.490 1.907
C -1.309 3.536 -0.217
C -1.278 3.809 1.278
H -2.265 4.182 1.587
H -0.545 4.579 1.558
H -1.084 2.911 1.880
C -1.433 -3.629 -0.528
C -1.326 -3.919 0.965
H -2.292 -4.242 1.372
H -1.066 -3.020 1.543
H -0.599 -4.699 1.222
C 1.543 -3.209 -0.508
C 1.877 -3.191 0.982
H 2.881 -3.623 1.085
H 1.197 -3.822 1.566
H 1.902 -2.192 1.425
C 1.701 0.019 -0.477
O 2.877 -0.016 -0.469
C -1.569 4.796 -1.034
H -0.798 5.564 -0.883
H -1.654 4.597 -2.110
H -2.526 5.224 -0.705
C -1.563 -4.790 -1.495
H -2.512 -5.313 -1.316
H -1.582 -4.421 -2.531
H -0.751 -5.520 -1.407
C 1.678 -4.661 -1.014
H 2.719 -4.984 -0.856
H 1.036 -5.337 -0.427
H 1.453 -4.783 -2.085
C 1.744 4.881 -0.519
H 1.078 5.434 0.156
H 2.765 5.239 -0.337
H 1.494 5.122 -1.560
H 2.503 2.880 -0.831
H 2.298 -2.581 -1.020
H -2.128 2.830 -0.408
H -2.288 -2.973 -0.671
H -0.761 0.354 -3.375
H -0.451 -1.661 0.133
C -3.647 0.054 2.951
N -2.176 -0.014 2.942
C -1.519 -0.262 4.135
C -0.167 -0.327 4.122
C 0.540 -0.186 2.916
N -0.143 0.041 1.763
C -1.491 0.052 1.798
O -2.022 0.122 0.618
N 1.868 -0.303 2.846
H -4.073 -0.780 2.385
H -3.977 1.016 2.549
H -3.981 -0.018 3.986
H -2.196 -0.389 4.997
H 0.359 -0.574 5.045
H 2.369 -0.161 1.962
H 2.387 -0.451 3.698
```

2S+1 ... 2
DFT total energy ... -2766.47978 Eh
LUMO (spin up / spin down) ... -5.5 / -5.9 eV
HOMO-LUMO gap (spin up / spin down) ... 0.24836 / 0.21998 hartree
⟨S²⟩ ... 1.12
Net charge ... +2

Here is a structure of composition C22H46Al2Br5Cl3F6N2NaO4Si from OMol25. Energies are from the ωB97M-V functional and the def2-TZVPD basis.

Geometry as XYZ:
```
92
C22H46Al2Br5Cl3F6N2NaO4Si (the ωB97M-V functional and the def2-TZVPD basis)
C 1.828 -2.288 2.778
C 2.083 -2.166 1.308
C 3.047 -1.046 0.923
C 2.309 0.217 0.570
C 1.866 0.995 1.761
C 1.404 2.397 1.473
C 0.688 2.593 0.131
C -0.804 2.186 0.164
C -1.234 1.239 -0.981
C -1.257 -0.242 -0.641
C -1.211 -0.705 0.800
C -2.647 -0.456 1.188
Si -3.126 -0.718 3.008
C -3.533 -2.475 3.437
C -1.722 -0.057 4.055
C -4.598 0.440 3.341
N -3.303 -1.195 0.107
C -2.575 -0.898 -1.021
O -2.867 -1.148 -2.093
H 1.514 -3.278 3.006
H 2.706 -2.133 3.348
H 1.040 -1.660 3.124
H 2.551 -3.070 1.003
H 1.196 -2.078 0.720
H 3.607 -1.406 0.101
H 3.674 -0.900 1.768
H 1.496 -0.092 -0.052
H 2.961 0.769 -0.068
H 2.722 1.082 2.390
H 1.172 0.430 2.333
H 2.194 3.080 1.617
H 0.681 2.659 2.217
H 0.715 3.622 -0.053
H 1.238 2.132 -0.690
H -1.326 3.109 0.012
H -1.072 1.852 1.146
H -2.224 1.534 -1.349
H -0.597 1.413 -1.758
H -0.466 -0.669 -1.212
H -0.674 -0.105 1.494
H -0.913 -1.715 0.838
H -2.929 0.586 1.038
H -4.363 -2.840 2.872
H -2.728 -3.147 3.262
H -3.800 -2.566 4.460
H -1.269 0.732 3.491
H -0.955 -0.775 4.224
H -2.072 0.394 4.947
H -5.447 -0.166 3.553
H -4.785 1.026 2.462
H -4.387 1.101 4.135
H -4.297 -1.113 0.006
C -3.137 -2.924 -5.285
Br -2.050 -2.586 -6.797
Br -4.995 -3.189 -5.702
Br -2.520 -4.438 -4.210
H -3.064 -2.034 -4.671
F 0.412 3.025 -2.133
Na -3.769 2.210 0.085
F -0.370 6.018 0.458
Al 1.087 6.852 0.160
F 1.956 5.974 -0.974
F 1.960 6.933 1.582
F 0.762 8.379 -0.416
Al -4.650 -6.207 -3.751
Br -3.588 1.162 -5.302
C -3.544 1.493 -7.226
C -2.142 1.864 -7.607
Br -1.814 3.730 -7.125
H -4.259 2.269 -7.471
H -3.863 0.558 -7.678
H -1.984 1.826 -8.681
H -1.406 1.239 -7.114
C 0.902 3.664 -4.674
Cl -0.222 3.290 -3.377
Cl 1.978 4.951 -4.205
Cl 1.827 2.231 -5.156
H 0.319 3.980 -5.507
F 0.796 0.719 -3.685
C 3.009 -5.391 5.429
O 2.363 -4.135 5.638
H 4.080 -5.218 5.403
H 2.779 -6.083 6.243
H 2.696 -5.832 4.478
H 1.419 -4.300 5.660
C 7.509 -1.795 1.748
N 6.410 -2.194 0.824
O 6.218 -1.498 -0.142
O 5.788 -3.189 1.112
H 7.969 -0.895 1.364
H 7.068 -1.622 2.723
H 8.219 -2.613 1.780
```

DFT total energy ... -17062.41111 Eh
LUMO ... -5.1 eV
HOMO-LUMO gap ... 0.17301 hartree
Net charge ... +1

Largest force on an atom list, top to bottom, in eV/Å: 4.520, 3.477, 8.934